No. 1
Computed, not measured: C37H52CsN7O2SSb as an isolated structure at a distorted geometry, with wB97M-V/def2-TZVPD.

LUMO energy (eV): 2.0
Charge: -1
HOMO-LUMO gap (eV): 6.4
HOMO energy (eV): -4.377

The geometry in XYZ format:
```
101
Properties=species:S:1:pos:R:3:lowdin_charge:R:1
Cs -0.956 1.103 1.871 1.195
O 0.152 0.960 6.768 -0.065
C 0.172 0.882 5.514 -0.560
N -0.717 1.295 4.642 -0.135
C -1.878 1.918 5.251 -0.222
C -2.893 2.370 4.214 -0.333
C -4.165 1.799 4.169 -0.030
C -5.065 2.186 3.192 -0.072
C -4.685 3.161 2.288 -0.073
C -3.408 3.695 2.401 -0.165
N -2.533 3.305 3.323 0.034
C 1.415 0.176 4.925 -0.176
C 2.396 -0.232 5.832 -0.015
C 3.493 -0.941 5.381 -0.076
C 3.593 -1.225 4.025 -0.102
C 2.583 -0.757 3.195 -0.181
N 1.524 -0.081 3.617 0.074
H -1.599 2.783 5.869 0.120
H -2.378 1.230 5.948 0.109
H -4.414 1.023 4.881 0.107
H -6.039 1.717 3.124 0.104
H -5.339 3.476 1.486 0.097
H -3.061 4.445 1.694 0.110
H 2.232 0.015 6.871 0.106
H 4.254 -1.278 6.075 0.099
H 4.418 -1.793 3.612 0.097
H 2.632 -0.950 2.124 0.082
O -1.967 1.054 -0.455 -0.437
C -3.226 1.114 -0.592 -0.464
C -3.823 2.206 -1.301 -0.038
C -5.177 2.340 -1.462 -0.129
C -6.050 1.392 -0.925 -0.141
C -5.510 0.324 -0.236 -0.079
C -4.137 0.132 -0.039 -0.097
C -3.691 -1.030 0.735 -0.295
N -2.480 -1.310 1.187 -0.014
C -2.583 -2.484 1.887 -0.164
C -3.863 -2.942 1.860 -0.107
N -4.559 -2.016 1.121 0.090
H -3.129 2.939 -1.699 0.106
H -5.570 3.195 -2.004 0.094
H -7.122 1.488 -1.041 0.083
H -6.216 -0.388 0.183 0.090
H -1.723 -2.920 2.371 0.101
H -4.332 -3.810 2.292 0.098
H -5.532 -2.060 0.897 0.126
C 3.240 2.804 -1.116 -0.068
N 3.995 2.510 0.075 -0.160
C 4.379 1.136 0.378 -0.119
C 5.017 1.256 1.769 -0.133
N 4.537 2.551 2.201 0.018
C 3.956 3.260 1.205 -0.880
S 3.324 4.783 1.396 0.584
H 3.859 2.608 -1.995 0.081
H 2.954 3.851 -1.088 0.048
H 2.339 2.184 -1.176 0.068
H 5.080 0.754 -0.365 0.113
H 3.494 0.488 0.376 0.107
H 6.110 1.229 1.699 0.115
H 4.688 0.468 2.441 0.079
H 4.551 2.937 3.127 0.128
C 4.010 -0.947 -3.135 -0.143
C 2.673 -0.829 -3.869 -0.708
C 2.665 -1.876 -4.981 -0.114
C 2.634 0.564 -4.517 -0.144
Sb 1.052 -0.785 -2.348 1.611
C -0.764 -0.581 -3.569 -0.706
C -1.952 -1.223 -2.849 -0.119
C -1.018 0.929 -3.632 -0.144
C -0.713 -1.138 -4.987 -0.128
C 1.059 -2.838 -1.556 -0.719
C 2.235 -2.883 -0.568 -0.147
C -0.206 -3.068 -0.728 -0.140
C 1.218 -3.979 -2.554 -0.117
H 4.828 -0.758 -3.843 0.083
H 4.167 -1.947 -2.723 0.061
H 4.104 -0.223 -2.320 0.047
H 3.494 -1.668 -5.672 0.081
H 1.751 -1.882 -5.565 0.051
H 2.817 -2.883 -4.596 0.054
H 3.475 0.675 -5.213 0.081
H 2.710 1.364 -3.773 0.055
H 1.715 0.728 -5.088 0.057
H -2.005 -0.949 -1.794 0.053
H -1.939 -2.309 -2.946 0.067
H -2.875 -0.864 -3.324 0.093
H -1.167 1.339 -2.630 0.049
H -1.933 1.110 -4.211 0.087
H -0.205 1.474 -4.125 0.061
H -0.517 -2.214 -5.003 0.069
H 0.032 -0.648 -5.616 0.056
H -1.690 -0.976 -5.462 0.083
H 2.104 -2.153 0.236 0.051
H 3.204 -2.700 -1.038 0.052
H 2.277 -3.875 -0.100 0.085
H -0.476 -2.208 -0.110 0.055
H -0.036 -3.919 -0.055 0.085
H -1.072 -3.312 -1.337 0.064
H 2.209 -3.995 -3.008 0.055
H 0.478 -3.940 -3.359 0.073
H 1.086 -4.937 -2.033 0.082
```

No. 2
Computed, not measured: C37H52N6O6PSiTeY as an isolated structure, with wB97M-V/def2-TZVPD.

LUMO energy (eV): 0.2
HOMO-LUMO gap (eV): 7.4
HOMO energy (eV): -7.279

The geometry in XYZ format:
```
105
Properties=species:S:1:pos:R:3:lowdin_charge:R:1
Y 0.010 -0.005 0.875 1.393
O -4.529 3.399 3.194 0.056
C -3.571 3.330 4.158 -0.261
C -3.753 3.982 5.374 -0.032
C -2.804 3.888 6.375 -0.089
C -1.661 3.124 6.181 -0.086
C -1.487 2.470 4.975 -0.035
C -2.415 2.570 3.938 -0.070
C -2.099 1.837 2.676 -0.497
O -1.412 0.776 2.764 -0.235
N -2.533 2.365 1.543 0.063
N -2.199 1.477 0.541 -0.057
C -2.977 1.442 -0.462 -0.079
C -2.890 0.246 -1.312 -0.271
C -3.758 0.055 -2.381 -0.022
C -3.743 -1.163 -3.033 -0.050
C -2.863 -2.140 -2.593 -0.059
C -2.006 -1.842 -1.544 -0.137
N -2.011 -0.680 -0.907 0.070
H -5.270 3.909 3.537 0.102
H -4.655 4.564 5.531 0.111
H -2.966 4.404 7.313 0.103
H -0.918 3.034 6.962 0.101
H -0.614 1.848 4.806 0.059
H -3.810 2.135 -0.570 0.129
H -4.430 0.849 -2.679 0.117
H -4.407 -1.354 -3.867 0.111
H -2.826 -3.115 -3.057 0.105
H -1.283 -2.567 -1.191 0.111
N 2.038 -1.639 0.726 -0.069
C 3.406 -1.142 0.923 -0.250
C 3.480 0.391 0.868 -0.240
N 2.318 0.938 0.169 -0.140
C 2.385 2.385 -0.006 -0.202
C 1.746 3.030 1.202 -0.225
N 0.378 2.517 1.289 -0.030
H 1.914 -2.521 1.206 0.060
H 1.810 -1.740 -0.258 0.027
H 4.091 -1.583 0.189 0.105
H 3.739 -1.472 1.906 0.084
H 4.406 0.699 0.363 0.111
H 3.511 0.809 1.874 0.056
H 2.266 0.500 -0.741 0.036
H 1.815 2.644 -0.904 0.118
H 3.410 2.734 -0.175 0.124
H 1.790 4.122 1.153 0.119
H 2.275 2.731 2.109 0.104
H -0.251 3.049 0.698 0.085
H 0.008 2.629 2.226 0.063
C 0.205 -5.542 4.091 -0.072
C 0.259 -4.699 2.841 -0.263
O 0.949 -3.450 3.118 -0.299
P 0.079 -2.116 3.214 0.121
O -0.636 -1.898 1.890 -0.464
Te 1.459 -0.288 3.760 0.687
O -0.969 -2.495 4.345 -0.272
C -1.885 -1.489 4.859 -0.277
C -2.412 -1.980 6.181 -0.067
H -0.275 -6.500 3.880 0.080
H -0.364 -5.034 4.868 0.071
H 1.210 -5.739 4.464 0.081
H -0.737 -4.482 2.451 0.110
H 0.828 -5.184 2.047 0.118
H -2.669 -1.345 4.115 0.123
H -1.340 -0.549 4.949 0.058
H -2.945 -2.924 6.067 0.077
H -3.104 -1.243 6.593 0.080
H -1.599 -2.117 6.894 0.081
C 2.097 -1.810 -5.114 -0.088
C 1.347 -2.062 -3.804 -0.585
C 0.108 -2.907 -4.103 -0.096
C 2.250 -2.919 -2.897 -0.092
Si 0.972 -0.411 -2.898 0.490
O 0.650 -0.613 -1.335 -0.442
C -0.390 0.583 -3.745 -0.218
C -0.913 0.337 -5.013 -0.087
C -1.831 1.198 -5.602 -0.082
C -2.236 2.346 -4.935 -0.092
C -1.727 2.616 -3.673 -0.090
C -0.825 1.738 -3.092 -0.127
C 2.515 0.699 -3.149 -0.214
C 3.760 0.352 -2.608 -0.119
C 4.878 1.159 -2.751 -0.087
C 4.785 2.352 -3.454 -0.092
C 3.571 2.717 -4.011 -0.081
C 2.457 1.898 -3.861 -0.082
H 2.430 -2.766 -5.535 0.085
H 2.981 -1.186 -4.968 0.071
H 1.474 -1.323 -5.870 0.074
H 0.404 -3.787 -4.687 0.087
H -0.660 -2.379 -4.669 0.060
H -0.350 -3.277 -3.186 0.060
H 2.400 -3.905 -3.351 0.086
H 1.807 -3.073 -1.911 0.064
H 3.241 -2.480 -2.766 0.068
H -0.609 -0.544 -5.567 0.082
H -2.221 0.973 -6.587 0.101
H -2.942 3.025 -5.397 0.100
H -2.036 3.507 -3.138 0.106
H -0.447 1.966 -2.099 0.093
H 3.869 -0.568 -2.043 0.087
H 5.826 0.858 -2.320 0.104
H 5.652 2.991 -3.567 0.101
H 3.482 3.641 -4.570 0.102
H 1.523 2.206 -4.316 0.096
```

Energy relative to the best compared isomer or geometry (same formula, charge and spin): 106.6, 165.6 (kJ/mol)
Energy: -71662.121, -85951.616 (eV)